ORCA calculation (ωB97M-V/def2-TZVPD) on C4H7AlN as an isolated structure.

DFT total energy	-12326.4099	eV
expectation value of S²	0.75
ΔE to the lowest compared entry with this formula, charge and spin	0.1744	eV
charge	+2
E_HOMO (alpha / beta)	-18.8 / -18.8	eV
E_LUMO (alpha / beta)	-7.629 / -14.859	eV
spin multiplicity	2
maximum force	2.771	eV/Å

Each line ends with the Löwdin spin population.
Cartesian coordinates (Å):
Al (34.4186, -15.9523, -13.4156)  0.001
C (29.1156, -16.5906, -18.9234)  0.307
C (30.4272, -16.1630, -18.3442)  0.195
C (31.1776, -17.3248, -17.7036)  0.091
C (32.1394, -16.9120, -16.6459)  0.029
N (32.8256, -16.6457, -15.7633)  0.101
H (29.2601, -17.0520, -19.9003)  0.073
H (28.4366, -15.7455, -18.8110)  0.037
H (28.5935, -17.3819, -18.3854)  0.095
H (30.2282, -15.3371, -17.6613)  0.010
H (31.0174, -15.7473, -19.1609)  0.062
H (31.7704, -17.8129, -18.4771)  -0.002
H (30.4707, -17.9431, -17.1504)  0.002

ORCA calculation (ωB97M-V/def2-TZVPD) on C4H7Br2FO as an isolated structure.

DFT total energy	-149109.3691	eV
ΔE to the lowest compared entry with this formula, charge and spin	0.0000	eV
charge	0
E_HOMO	-9.1	eV
E_LUMO	0.523	eV
maximum force	6.156	eV/Å

Each line ends with the Löwdin charge.
Cartesian coordinates (Å):
C (0.4624, -0.4462, 0.7180)  -0.035
C (-0.5417, 0.6382, -1.3676)  -0.063
C (-0.4355, 0.5431, 0.1524)  -0.529
C (-2.3378, -0.0854, 0.4687)  -1.241
O (-0.4491, 1.6896, 0.9129)  -0.009
F (-2.4180, -0.0527, 1.8613)  -0.171
Br (-3.3517, 1.3581, -0.1985)  0.775
Br (-2.8841, -1.8354, -0.0540)  0.708
H (0.4005, -0.3104, 1.8082)  0.105
H (1.3594, -0.3092, 0.3365)  0.038
H (0.1364, -1.5363, 0.5395)  0.120
H (-0.5980, 1.7018, -1.6601)  0.091
H (0.3671, 0.1821, -1.7366)  0.081
H (-1.5126, 0.1702, -1.6507)  0.034
H (-0.6837, 1.4342, 1.8062)  0.095

ORCA calculation (ωB97M-V/def2-TZVPD) on a 2-piece molecular cluster, C4H7BrF2 overall.

DFT total energy	-79732.3050	eV
expectation value of S²	2.01
ΔE to the lowest compared entry with this formula, charge and spin	1.0252	eV
charge	0
E_HOMO (alpha / beta)	-6.1 / -10.4	eV
E_LUMO (alpha / beta)	0.870 / -2.778	eV
spin multiplicity	3
maximum force	15.608	eV/Å

Each line ends with the Löwdin spin population.
Cartesian coordinates (Å):
C (-0.5455, -1.4897, 1.2594)  0.071
C (-0.3844, -0.9557, -0.9723)  0.707
C (1.2335, 2.1331, -0.4484)  0.007
C (-0.8451, -0.5664, 0.1010)  0.686
F (0.7664, 1.6520, 0.7040)  0.020
F (2.4941, 1.6157, -0.5801)  0.002
Br (-2.5498, 0.3580, 0.2720)  0.358
H (-0.7894, -1.1550, 2.2405)  0.003
H (0.5771, -1.5658, 1.2292)  0.011
H (-0.9551, -2.4409, 1.1446)  0.023
H (0.5952, 1.7722, -1.2066)  0.004
H (-0.2299, -2.0031, -1.0425)  0.071
H (-0.7534, -0.5899, -1.8827)  0.036
H (1.3863, 3.2356, -0.8180)  0.000

ORCA calculation (ωB97M-V/def2-TZVPD) on a 2-piece molecular cluster, C4H7BrO overall.

DFT total energy	-76345.2393	eV
expectation value of S²	2.01
ΔE to the lowest compared entry with this formula, charge and spin	1.9093	eV
charge	0
E_HOMO (alpha / beta)	-7.0 / -10.1	eV
E_LUMO (alpha / beta)	0.587 / -0.154	eV
spin multiplicity	3
maximum force	4.453	eV/Å

Each line ends with the Löwdin spin population.
Cartesian coordinates (Å):
C (-0.3093, 3.2910, -0.4218)  1.553
C (-0.1181, 0.1873, -0.3848)  0.048
C (0.2526, -1.8778, 1.0015)  0.005
C (0.6939, -1.0153, -0.2849)  0.007
O (0.0521, 1.3404, -0.6254)  0.150
Br (-2.0028, -0.0184, 0.2532)  0.002
H (-1.3626, 3.2270, -0.6526)  0.118
H (0.4111, 3.5798, -1.2028)  0.115
H (0.8394, -2.6577, 1.2959)  0.001
H (-0.6422, -2.3451, 0.6193)  0.000
H (0.0879, -1.2393, 1.9189)  0.000
H (0.3059, -1.6824, -1.0681)  0.001
H (1.7922, -0.7896, -0.4484)  0.000